{"formula": "C2H9N4O", "method": "wB97M-V/def2-TZVPD", "total_charge": 1, "smiles": "C=N[C@](N)([NH3+])ON", "homo_energy_ev": -13.29, "de_lowest_kj_mol": 569.5, "homo_lumo_gap_ev": 10.08, "e_lumo_ev": -3.2090, "symbols": ["C", "N", "C", "N", "N", "O", "N", "H", "H", "H", "H", "H", "H", "H", "H", "H"], "coordinates": [[0.8683, 0.6142, -2.1009], [0.1534, -0.2752, -1.5522], [0.2152, -0.3522, 0.2505], [1.2656, -1.0940, 0.7647], [-1.0847, -1.0368, 0.3843], [0.2306, 0.9514, 0.8275], [-1.0812, 1.3893, 0.9594], [0.9701, 0.7973, -3.1054], [1.7615, 1.0963, -1.7232], [1.9887, -0.3862, 1.1257], [1.6614, -1.8009, 0.2016], [-1.1642, -1.7800, 1.0608], [-1.7747, -0.2632, 0.6485], [-1.4543, -1.4634, -0.5158], [-1.3311, 1.1189, 1.9127], [-1.2244, 2.4846, 0.8618]], "nbo_charge": [-0.030, -0.468, 0.658, -0.851, -0.761, -0.358, -0.568, 0.198, 0.167, 0.424, 0.413, 0.446, 0.468, 0.482, 0.357, 0.424]}